Record 1
ORCA calculation (the ωB97M-V functional and the def2-TZVPD basis) on C13H24N3O7S2Si2 as an isolated structure.

```
51
Properties=species:S:1:pos:R:3:forces:R:3
C -1.00384 -2.07776 3.61107 -0.061 -0.325 -0.244
C -0.28042 -2.81957 2.72810 0.085 0.454 0.352
C 0.95863 -2.28969 2.08533 0.848 -0.941 1.455
Si 0.54912 -1.54636 0.41381 -0.020 -0.489 0.476
N 1.82965 -1.95396 -0.69181 0.178 0.532 0.402
C 2.97778 -1.89074 -0.31579 -0.196 -0.430 -0.202
S 4.44772 -1.90482 0.19508 0.226 0.153 -0.057
O 0.43906 0.08913 0.62712 -0.247 -0.340 -0.919
Si -0.14462 1.17993 -0.48195 0.272 0.684 0.655
C -0.08358 2.81527 0.41517 0.468 -0.586 0.000
C 1.32390 3.16671 0.83110 0.155 0.336 0.189
C 1.51633 3.66040 2.25392 -0.062 0.021 -0.006
N 2.30227 3.05108 0.03251 -0.112 -0.318 0.017
C -1.87158 0.82091 -1.09787 -0.009 -0.247 -0.020
C -2.95119 1.51759 -0.30575 -0.108 0.511 0.134
O -3.11046 2.71159 -0.44361 -0.181 -0.050 -0.154
N -3.79928 0.80045 0.56349 0.462 -0.779 -0.663
C -3.31718 -0.51410 0.98402 -0.603 0.122 0.351
C -5.18365 0.76802 0.08590 -0.092 0.592 0.604
S 0.99710 1.37524 -2.39189 -0.241 0.533 -0.963
C 2.67834 0.80075 -2.34024 -0.037 -0.473 -0.377
O 1.01045 2.79334 -2.69872 0.014 0.217 0.418
O 0.25301 0.58432 -3.35835 0.061 -0.645 0.283
H -2.06004 -1.88376 3.44576 -0.415 -1.376 0.985
H -0.55675 -1.65395 4.50554 0.412 1.390 -0.838
H -0.57303 -3.83792 2.47406 -0.913 0.561 -1.244
H 1.72324 -3.06810 1.97053 0.023 0.064 -0.225
H 1.38446 -1.51605 2.73655 0.023 0.198 -0.227
H -0.70630 -2.12087 -0.08412 -0.017 0.150 -0.182
H -0.64845 2.66535 1.33729 -0.433 0.194 -0.196
H -0.55126 3.56309 -0.22472 0.005 0.195 0.176
H 0.57329 3.78760 2.78027 -0.001 0.061 0.029
H 2.12778 2.95446 2.81774 -0.010 -0.069 -0.024
H 2.04640 4.61302 2.24198 -0.019 0.038 0.012
H 3.16722 3.33381 0.49333 0.039 0.026 -0.055
H -2.03816 -0.24516 -1.23772 0.096 -0.051 0.062
H -1.90838 1.25271 -2.10140 0.085 0.156 0.040
H -3.00225 -1.16649 0.16826 0.127 -0.016 0.011
H -2.53940 -0.39430 1.73632 0.272 -0.106 -0.218
H -4.14590 -1.02177 1.47891 0.007 0.015 0.070
H -5.34874 0.00025 -0.67566 0.020 0.012 -0.064
H -5.84167 0.59095 0.93682 -0.038 -0.196 -0.038
H -5.43531 1.75729 -0.28719 0.000 -0.057 -0.214
H 3.23238 1.49380 -2.96938 0.019 0.178 0.162
H 3.07108 0.76393 -1.32947 -0.018 0.176 0.044
H 2.69560 -0.17984 -2.81596 -0.020 -0.103 0.168
C 3.20636 -4.44513 -3.97726 0.035 -0.139 -0.136
O 2.16279 -5.01867 -3.59455 0.036 0.044 0.029
O 3.61115 -3.38672 -3.08187 -0.296 -0.224 -0.023
O 3.93318 -4.62183 -4.95226 0.076 0.106 0.043
H 2.87802 -3.48636 -2.45983 0.108 0.239 0.119
```
Forces are in eV/Å.

**Total energy**: -70101.886 eV
**HOMO energy**: -4.2995 eV
**Total charge**: -1
**Molar mass**: 454.66 g/mol
**LUMO level**: 2.0 eV

***

Record 2
ORCA calculation (the ωB97M-V functional and the def2-TZVPD basis) on C20H38BBrClN3NaO11PSV as an isolated structure.

```
79
Properties=species:S:1:pos:R:3:forces:R:3
C 5.29614 -2.12877 -0.93116 -0.430 -0.121 0.591
C 4.32073 -2.25286 0.29001 0.080 0.243 -0.041
P 3.06392 -0.83520 0.36599 0.321 0.723 0.448
C 3.15871 0.09373 -1.24018 0.333 -0.703 -0.971
C 1.42044 -1.70007 0.59691 -1.189 -1.275 -0.570
C 0.93890 -1.72622 2.00164 -1.625 0.017 -1.569
C 1.88111 -1.06534 3.03306 0.365 -0.861 0.070
O 2.85008 -1.69455 3.34101 -0.202 0.222 0.082
O 1.68863 0.21383 3.54888 -3.345 -3.458 -1.303
C -0.30681 -2.33442 2.34856 2.505 3.294 -2.658
C -1.09936 -2.99549 1.17874 1.106 2.461 -0.880
N -0.58940 -2.96722 -0.10235 0.769 0.413 1.519
C -1.38333 -3.65065 -1.12678 -0.774 -0.210 -0.124
B -2.40519 -2.72269 -1.90832 0.051 0.326 -0.592
O -2.46778 -1.30222 -1.78913 -0.782 -2.198 -0.036
O -3.28690 -3.40259 -2.83286 0.355 1.088 1.714
C 0.64045 -2.32654 -0.40744 0.641 -0.416 1.018
S 1.22564 -2.34863 -2.11344 0.036 0.481 -0.030
H 4.78921 -2.44913 -1.86172 0.375 0.318 0.573
H 6.13844 -2.82530 -0.74903 -0.404 0.500 -0.260
H 5.67964 -1.08693 -1.04160 -0.224 -0.797 0.091
H 4.88545 -2.17084 1.25042 -0.455 -0.009 -0.719
H 3.78895 -3.22940 0.32530 0.360 0.575 -0.209
H 2.29191 0.75187 -1.45563 0.400 -0.411 0.442
H 4.08213 0.72360 -1.17816 -0.732 -0.375 0.161
H 3.30757 -0.58400 -2.11251 -0.141 0.602 0.501
H 0.83190 0.23464 4.01736 0.106 0.027 -0.355
H -0.66893 -2.30838 3.46909 1.606 1.382 -3.007
H -2.13408 -3.54086 1.42026 2.162 1.810 -1.835
H -0.78753 -4.21168 -1.87493 -0.184 0.258 0.692
H -1.99934 -4.41747 -0.59224 0.458 0.511 -0.503
H -3.31833 -1.05435 -2.18118 0.977 0.537 0.586
H -4.17476 -3.01605 -2.79950 0.327 -1.024 0.149
H 0.91503 -3.55098 -2.67943 -0.009 0.219 0.915
C -3.00272 -1.49289 -5.08170 0.258 -0.075 -0.230
O -4.03116 -0.77120 -5.76919 -0.316 0.200 0.633
C -4.56834 -1.43959 -6.82391 -0.408 0.084 -0.835
O -4.24879 -2.53381 -7.18378 0.190 -0.005 0.368
O -5.49713 -0.66552 -7.36652 0.206 0.050 0.425
C -6.15843 -1.24246 -8.50348 -0.333 -0.117 -0.494
H -2.64578 -0.86451 -4.26038 0.071 0.241 -0.295
H -3.39877 -2.42018 -4.66331 0.316 -0.102 -0.591
H -2.16344 -1.70107 -5.74252 -0.040 -0.149 0.108
H -6.67870 -2.15721 -8.22171 0.171 -0.023 0.007
H -5.44562 -1.43617 -9.30347 0.032 -0.094 0.140
H -6.88984 -0.51972 -8.85585 0.129 0.131 0.220
Br -1.78367 -3.79605 3.20064 -5.156 -7.246 6.673
C 4.44223 2.42765 -3.57479 -1.292 -0.244 -0.292
O 5.58892 1.87975 -3.20334 -0.001 0.138 0.142
H 3.54311 1.76925 -3.57239 0.179 -0.359 0.163
H 4.07461 3.29093 -2.96544 0.482 0.230 0.281
H 4.39712 2.86486 -4.59831 0.573 0.187 -0.065
O 6.02388 -4.01467 -3.08564 0.204 -0.302 -0.308
H 6.51005 -4.83520 -2.94921 -0.048 0.022 -0.001
H 6.58976 -3.50187 -3.67403 -0.062 0.051 0.053
C 0.57469 3.99321 4.32276 -0.197 0.337 -0.151
C -0.21950 3.42043 5.47878 0.668 -0.025 -0.112
N -1.52154 4.08571 5.65249 -0.257 -0.284 0.031
C -1.71206 5.42761 5.88936 0.212 -0.193 -0.113
C -3.04530 5.61789 6.04324 -0.122 -0.203 0.090
N -3.63915 4.38344 5.91481 -0.175 -0.040 -0.099
C -2.69933 3.47175 5.66498 0.164 0.418 0.151
C -5.06688 4.09847 6.04768 -0.042 -0.181 -0.057
H 0.75385 5.06247 4.45318 0.029 -0.030 0.043
H 1.54114 3.49515 4.25885 0.076 -0.158 0.017
H 0.04579 3.85825 3.37685 0.020 -0.058 0.027
H 0.33248 3.53217 6.41316 -0.074 -0.045 -0.009
H -0.39552 2.35627 5.32143 -0.178 0.072 0.106
H -0.86482 6.08984 5.91858 -0.144 0.142 0.031
H -3.65013 6.48448 6.24204 0.180 0.105 0.013
H -2.86581 2.41722 5.51577 0.032 0.050 0.033
H -5.21526 3.38763 6.85856 -0.053 0.046 -0.029
H -5.43888 3.68010 5.11403 -0.048 0.035 0.059
H -5.60549 5.01540 6.27217 0.119 -0.005 -0.020
Na -4.89444 -1.17906 -3.42956 -0.780 0.673 -0.910
Cl 3.23545 1.56135 4.18338 3.045 2.822 0.493
O 5.56152 1.89161 0.15205 0.466 1.687 1.445
V 5.67680 2.89979 1.51616 -1.109 -0.948 1.251
O 5.88186 3.98970 2.80791 0.172 -0.981 -2.283
```
Forces are in eV/Å.

**Total energy**: -181795.202 eV
**HOMO energy**: -7.3055 eV
**Total charge**: +1
**Molar mass**: 759.68 g/mol
**LUMO level**: -5.4 eV

***

Record 3
ORCA calculation (the ωB97M-V functional and the def2-TZVPD basis) on one molecule with the formula C6H9N.

```
16
Properties=species:S:1:pos:R:3:forces:R:3
C 0.14124 -0.38991 3.37109 0.036 -0.010 0.155
C -0.41650 -0.12258 2.04979 0.009 0.299 -0.543
C -0.64663 0.28717 0.94046 0.270 -0.090 0.510
C -0.50575 0.87456 -0.39311 -0.016 0.050 -0.096
C 0.25068 -0.06367 -1.31913 0.015 -0.062 0.144
C -0.31296 -0.51370 -2.60847 -0.230 -0.234 -0.070
N 0.71065 0.52952 -2.56992 0.219 0.053 -0.072
H -0.41368 -1.11667 3.96639 -0.022 0.052 -0.113
H 0.18649 0.55583 3.91925 -0.002 -0.178 0.084
H 1.16744 -0.75179 3.24416 -0.159 -0.008 0.125
H 0.10450 1.77606 -0.26256 -0.125 -0.022 -0.093
H -1.45250 1.19257 -0.84382 0.115 -0.121 0.100
H 0.92123 -0.74833 -0.79539 -0.122 0.159 -0.196
H -1.30488 -0.16797 -2.89482 0.182 -0.046 0.030
H -0.05233 -1.50234 -2.97772 0.008 0.130 0.049
H 1.62300 0.16126 -2.82617 -0.177 0.030 -0.012
```
Forces are in eV/Å.

**Total energy**: -7855.088 eV
**HOMO energy**: -9.3598 eV
**Total charge**: 0
**Structure (SMILES)**: CC#CC[C@H]1CN1
**Energy relative to the best compared isomer or geometry (same formula, charge and spin)**: 70.8 kcal/mol
**Molar mass**: 95.14 g/mol
**LUMO level**: 1.0 eV

***

Record 4
ORCA calculation (the ωB97M-V functional and the def2-TZVPD basis) on a 6-piece molecular cluster, C8H28O6 overall.

```
42
Properties=species:S:1:pos:R:3:forces:R:3
C -1.89121 4.55626 0.96137 0.165 -0.461 -0.602
C -1.57130 3.60727 -0.19622 -0.552 -0.819 0.513
O -0.16129 3.48925 -0.43073 -0.563 0.595 -0.198
H -1.73311 5.59626 0.67676 -0.159 0.069 0.105
H -1.23932 4.31299 1.79905 0.018 0.025 0.037
H -2.91970 4.37122 1.27024 -0.061 0.341 0.012
H -2.11930 3.80223 -1.12552 0.239 0.547 0.042
H -1.95513 2.61507 0.07111 0.475 -0.025 0.121
H 0.08663 4.38338 -0.70391 0.471 -0.339 0.001
C -2.74789 -2.99162 0.35661 -0.187 -0.085 -0.264
C -3.52240 -4.08321 1.10146 1.086 0.193 0.304
O -3.78533 -3.74047 2.46166 -0.285 -0.082 -0.304
H -3.19038 -1.99362 0.35726 -0.516 -0.240 0.033
H -2.66887 -3.34087 -0.67715 0.262 0.263 -0.037
H -1.74923 -2.81791 0.76411 0.069 -0.428 0.023
H -2.89235 -4.98341 1.08746 -0.116 -0.015 -0.095
H -4.44097 -4.36523 0.59239 -0.247 0.349 0.220
H -2.94114 -3.78349 2.91879 -0.047 0.060 0.108
C 2.44532 1.20080 3.35164 -0.314 -0.802 -0.667
O 2.00821 2.48622 2.96805 0.265 0.317 0.002
H 1.59262 0.60472 3.69334 0.154 0.012 0.436
H 2.85535 0.61885 2.51652 0.062 0.277 -0.115
H 3.23598 1.25708 4.09404 -0.209 0.277 0.251
H 1.56066 2.41041 2.11898 -0.010 -0.163 0.023
C 0.47501 -2.25740 -2.75326 0.737 0.536 -0.673
O 1.40759 -2.11630 -3.82460 -0.253 -0.147 -0.120
H -0.39230 -1.62426 -2.95728 -0.044 0.033 0.147
H 0.13152 -3.28966 -2.69254 0.131 -0.060 0.265
H 0.99077 -1.90785 -1.85858 -0.497 -0.321 0.418
H 2.23836 -1.75651 -3.48380 -0.050 -0.168 -0.185
C -0.25617 -0.01866 0.03634 1.223 0.082 0.718
O 0.85051 0.86423 0.28140 0.123 0.006 -0.437
H -0.57321 -0.05829 -1.00672 -0.320 0.484 0.103
H 0.15509 -1.01194 0.23363 -0.307 -0.001 0.231
H -1.00689 0.24221 0.78502 -0.533 -0.387 -0.474
H 0.64172 1.74978 -0.04820 -0.172 -0.025 -0.088
C 3.63408 -0.15704 -1.90457 0.269 0.262 0.536
O 3.90392 -0.99333 -3.02823 -0.057 0.265 0.377
H 3.75023 -0.67338 -0.94467 -0.032 -0.215 -0.167
H 4.32383 0.69156 -1.87481 -0.163 0.083 -0.132
H 2.61314 0.21638 -1.93803 -0.003 -0.055 -0.265
H 4.85693 -1.11169 -3.04842 -0.050 -0.237 -0.204
```
Forces are in eV/Å.

**Total energy**: -21032.501 eV
**HOMO energy**: -9.7809 eV
**Total charge**: 0
**Structure (SMILES)**: CCO.CCO.CO.CO.CO.CO
**Energy relative to the best compared isomer or geometry (same formula, charge and spin)**: 40.2 kcal/mol
**Molar mass**: 220.31 g/mol
**LUMO level**: 0.5 eV

***

Record 5
ORCA calculation (the ωB97M-V functional and the def2-TZVPD basis) on a 2-piece molecular cluster, C3H8NO overall.

```
13
Properties=species:S:1:pos:R:3:forces:R:3
C 0.28460 -1.36071 -0.26236 2.043 0.727 -1.447
C -0.64302 -1.45010 -1.21668 -1.298 -0.246 1.011
C 1.09655 0.02728 1.56896 0.420 -0.210 0.132
N 0.59032 -0.11595 0.30887 -0.875 -0.340 -0.171
H 1.14349 -2.02907 -0.19025 -0.383 -0.483 0.234
H -1.49792 -0.80192 -1.04743 0.140 0.459 -0.684
H -0.81763 -2.25619 -1.91108 0.371 -0.287 0.207
H 0.90798 0.90454 2.16871 0.096 0.032 -0.239
H 1.74958 -0.77258 1.90249 -0.205 0.142 0.219
H 0.21750 0.66348 -0.22780 -0.192 -0.160 0.880
H -0.55544 2.89080 -0.66733 -0.379 0.036 0.163
H -1.83324 2.35015 0.07330 0.289 0.157 -0.138
O -1.03317 2.09512 -0.40278 -0.029 0.173 -0.166
```
Forces are in eV/Å.

**Total energy**: -6775.425 eV
**Spin multiplicity**: 2
**HOMO energy (spin up / spin down)**: -6.0523 / -8.5541 eV
**Total charge**: 0
**Energy relative to the best compared isomer or geometry (same formula, charge and spin)**: 14.8 kcal/mol
**Molar mass**: 74.10 g/mol
**LUMO level (spin up / spin down)**: 0.6 / 0.6 eV

***

Record 6
ORCA calculation (the ωB97M-V functional and the def2-TZVPD basis) on one molecule with the formula C5H8N2.

```
15
Properties=species:S:1:pos:R:3:forces:R:3
N 2.47108 0.56417 0.26755 1.269 2.133 1.538
N 1.43773 0.12070 -0.54080 -1.731 0.831 0.994
C 0.94216 -1.26128 -0.15512 1.785 -1.703 0.140
C -0.36633 -0.68231 0.08318 -1.718 0.806 -1.133
C -0.09460 0.58407 -0.18150 3.396 -2.243 0.964
C -1.48769 1.05874 -0.15322 -1.975 2.385 -0.718
C -1.84531 -0.47218 0.03984 -2.119 -1.581 -0.206
H 2.40920 0.52018 1.34441 -0.837 -0.424 -1.916
H 2.52793 1.58956 0.09428 0.401 -1.103 -0.045
H 1.24260 -1.71741 0.89400 0.550 0.789 -2.350
H 1.21918 -1.87569 -1.10146 -0.868 0.317 2.007
H -1.77637 1.92706 0.52677 0.327 -1.550 -0.200
H -1.88433 1.42144 -1.12256 0.259 -0.299 0.170
H -2.37404 -0.88553 -0.91151 0.903 0.687 1.495
H -2.42122 -0.89151 0.91613 0.359 0.953 -0.740
```
Forces are in eV/Å.

**Total energy**: -8288.403 eV
**HOMO energy**: -8.2311 eV
**Total charge**: 0
**Structure (SMILES)**: NN1CC2=C1CC2
**Energy relative to the best compared isomer or geometry (same formula, charge and spin)**: 152.0 kcal/mol
**Molar mass**: 96.13 g/mol
**LUMO level**: 1.0 eV